[1]
ORCA calculation (ωB97M-V/def2-TZVPD) on a cluster of 2 separate species, C4H10OS in total at a distorted geometry.

ΔE to the lowest compared entry with this formula, charge and spin in kJ/mol: 77.7
Structure (SMILES): CC=O.CSC
Strongest force on any atom in Eh/bohr: 0.026

Geometry as XYZ:
```
16
Properties=species:S:1:pos:R:3:forces:R:3
C -1.520384 -1.212510 -2.225995 0.619 0.607 0.341
C -0.928520 -2.040301 -1.101493 -0.881 0.171 -1.023
O -1.480232 -2.055983 -0.035017 0.484 -0.286 0.454
H -1.834918 -1.825333 -3.069823 -0.184 -0.063 0.123
H -0.853529 -0.439681 -2.624018 0.394 -0.369 0.041
H -2.304000 -0.640167 -1.750407 -0.660 -0.147 -0.234
H -0.072840 -2.691279 -1.351563 0.190 0.037 0.271
C 2.014815 2.077049 1.185813 -0.175 0.527 -0.373
S 0.200749 2.163235 1.182666 -0.088 -0.141 0.003
C -0.068862 0.409075 1.486823 0.142 -0.648 0.048
H 2.322700 1.280558 1.853163 0.201 -0.006 0.047
H 2.408232 3.034883 1.519138 -0.057 -0.018 0.284
H 2.414899 1.948117 0.179011 -0.097 -0.381 0.055
H 0.445789 -0.202104 0.744835 -0.126 0.104 -0.122
H 0.350754 0.143683 2.440812 0.414 0.014 0.536
H -1.094654 0.050756 1.566055 -0.176 0.599 -0.451
```
Forces are in eV/Å.

[2]
ORCA calculation (ωB97M-V/def2-TZVPD) on a cluster of 2 separate species, C4H10OS in total at a distorted geometry.

ΔE to the lowest compared entry with this formula, charge and spin in kJ/mol: 145.3
Structure (SMILES): C=CO.CCS
Strongest force on any atom in Eh/bohr: 0.048

Geometry as XYZ:
```
16
Properties=species:S:1:pos:R:3:forces:R:3
C -1.004199 3.513598 0.687476 -0.331 -0.687 -0.240
C -1.209560 2.215755 0.914030 0.077 1.313 -0.271
O -1.413629 1.274789 -0.059572 0.201 0.013 1.374
H -0.744665 4.102759 1.556046 -0.311 0.328 -0.220
H -1.144364 3.933694 -0.303323 0.453 0.128 0.132
H -1.279336 1.969920 1.968103 0.248 -0.921 -0.065
H -1.128565 0.445370 0.374384 -0.348 -0.065 -0.808
C 2.548522 -1.588641 -0.118731 -1.272 1.152 -1.773
C 1.252132 -1.380258 -0.969750 1.174 0.094 -0.813
S -0.332235 -1.733856 -0.231537 -0.387 -0.167 0.725
H 3.258613 -1.480474 -0.940910 0.685 -1.058 0.392
H 2.838132 -0.741331 0.494030 -0.607 -0.119 0.691
H 2.425238 -2.541301 0.381420 0.831 -0.087 0.091
H 1.366795 -2.020477 -1.857549 -0.200 -0.249 0.449
H 1.239854 -0.401147 -1.451398 -0.145 0.312 0.534
H 0.125456 -2.138721 0.969335 -0.065 0.014 -0.198
```
Forces are in eV/Å.

[3]
ORCA calculation (ωB97M-V/def2-TZVPD) on a structure of composition C4H10OS2 at a distorted geometry.

ΔE to the lowest compared entry with this formula, charge and spin in kJ/mol: 346.6
Strongest force on any atom in Eh/bohr: 0.108

Geometry as XYZ:
```
17
Properties=species:S:1:pos:R:3:forces:R:3
C -1.399103 1.532149 -0.620783 0.088 -0.005 0.009
C -1.141185 0.149735 -0.060794 -0.275 -0.285 0.021
C -0.395184 0.026512 1.247646 0.120 0.017 0.116
C 0.274470 -0.354393 -0.042202 -3.146 0.833 0.005
H 3.724741 0.560400 -0.318235 0.416 -0.279 0.004
H 2.987606 -1.012213 0.563412 0.055 0.115 -0.045
H -2.316638 1.957029 -0.201707 0.088 -0.043 -0.043
H -1.503086 1.495521 -1.708140 0.001 0.002 0.093
H -0.573097 2.208963 -0.370386 -0.107 -0.113 -0.021
H -1.649396 -2.023446 -0.800490 -0.066 0.029 -0.009
H -0.076301 0.934828 1.754608 0.005 -0.108 -0.077
H -0.697618 -0.786250 1.902669 0.012 0.099 -0.117
H 1.020447 0.328393 -0.450336 -2.726 0.039 0.447
H 1.052398 -2.067916 0.348375 -0.196 -0.251 0.030
O 0.502379 -1.695856 -0.347946 0.211 0.001 0.094
S 2.650470 -0.229277 -0.473652 5.514 -0.094 -0.575
S -2.460896 -1.024179 -0.422042 0.006 0.042 0.066
```
Forces are in eV/Å.

[4]
ORCA calculation (ωB97M-V/def2-TZVPD) on the molecule C4H10OS2 at a distorted geometry.

ΔE to the lowest compared entry with this formula, charge and spin in kJ/mol: 85.0
Structure (SMILES): CSSCCCO
Strongest force on any atom in Eh/bohr: 0.038

Geometry as XYZ:
```
17
Properties=species:S:1:pos:R:3:forces:R:3
C -2.424656 -0.854448 0.762239 -0.072 1.656 0.990
S -1.813948 0.482601 -0.322765 0.118 -0.591 -0.588
S -0.049058 1.162680 0.525052 0.022 -0.232 0.514
C 0.738736 -0.415843 1.041232 -0.545 0.349 0.086
C 0.959148 -1.413820 -0.080584 -0.814 -0.658 0.424
C 1.625664 -0.799008 -1.292697 0.169 0.650 0.746
O 2.797802 -0.072164 -0.860493 -0.324 -0.370 -0.405
H -1.686616 -1.608928 0.998812 -0.066 -0.298 -0.385
H -2.687155 -0.338854 1.693570 -0.052 -0.382 0.045
H -3.351450 -1.220085 0.332519 0.160 -0.248 -0.244
H 1.646137 -0.175598 1.588780 0.180 0.339 -0.301
H 0.054118 -0.780058 1.808123 0.122 -0.384 -0.096
H -0.018750 -1.815389 -0.374607 -0.004 0.325 -0.331
H 1.388372 -2.312781 0.374036 0.781 0.210 -0.292
H 1.871380 -1.518176 -2.069335 0.045 -0.159 -0.017
H 0.908810 -0.062536 -1.671867 0.039 -0.267 -0.257
H 2.785861 0.744820 -1.365803 0.242 0.059 0.112
```
Forces are in eV/Å.

[5]
ORCA calculation (ωB97M-V/def2-TZVPD) on a cluster of 2 separate species, C4H10OS2 in total at a distorted geometry.

ΔE to the lowest compared entry with this formula, charge and spin in kJ/mol: 63.7
Structure (SMILES): C1CSCCS1.O
Strongest force on any atom in Eh/bohr: 0.027

Geometry as XYZ:
```
17
Properties=species:S:1:pos:R:3:forces:R:3
C 1.360983 -0.853330 -0.407916 -0.734 0.464 -0.565
C 0.032103 -1.234740 0.258814 0.116 0.358 0.722
S -1.450756 -1.090790 -0.850366 0.624 -0.738 0.325
C -1.296346 0.595659 -1.442546 -0.479 0.639 -0.762
C 0.025053 0.880899 -2.146345 -0.069 0.085 0.130
S 1.317683 0.951349 -0.894956 0.981 -0.946 -0.070
H 1.426903 -1.530140 -1.281426 0.335 0.664 0.077
H 2.266593 -1.010780 0.208954 -0.682 0.195 -0.073
H -0.207086 -0.597070 1.131513 0.420 -0.275 -0.348
H 0.167693 -2.270320 0.625744 -0.701 0.310 -0.344
H -2.071726 0.725119 -2.221946 -0.056 -0.306 0.554
H -1.503296 1.326489 -0.637246 0.256 -0.346 -0.405
H 0.247613 0.119100 -2.918085 -0.097 0.321 0.431
H -0.010347 1.867329 -2.647505 0.093 -0.404 0.342
O 0.027783 0.855909 4.058462 -0.393 -0.485 1.048
H -0.263526 -0.064370 4.249442 0.297 1.007 -0.149
H -0.069317 1.329689 4.915413 0.090 -0.542 -0.912
```
Forces are in eV/Å.

[6]
ORCA calculation (ωB97M-V/def2-TZVPD) on a cluster of 2 separate species, C4H10OSi in total at a distorted geometry.

ΔE to the lowest compared entry with this formula, charge and spin in kJ/mol: 295.8
Structure (SMILES): O=[SiH2].C/C=C/C
Strongest force on any atom in Eh/bohr: 0.082

Geometry as XYZ:
```
16
Properties=species:S:1:pos:R:3:forces:R:3
O -1.575274 0.220492 0.453171 0.839 2.220 0.822
Si -2.724069 -0.628846 0.060025 -0.280 -0.849 0.617
H -3.588131 -1.118327 1.099165 -0.969 -0.358 0.136
H -2.563293 -1.262959 -1.182423 -0.687 -0.788 -1.450
C 0.979811 2.058146 0.481912 0.584 1.466 -3.349
C 1.108647 0.755740 -0.245390 0.524 2.312 -0.126
C 0.788432 -0.378912 0.280950 0.794 -1.762 3.738
C 0.714181 -1.591277 -0.513526 -2.108 -2.915 0.875
H 1.097485 2.042970 1.509764 0.115 -0.297 2.048
H -0.007656 2.462703 0.206261 0.123 -0.062 0.384
H 1.710901 2.814378 0.041828 -0.701 -0.851 0.680
H 1.340878 0.868932 -1.300969 -0.147 -0.302 -0.093
H 0.681191 -0.470496 1.423484 -0.217 0.362 -1.862
H -0.378961 -1.844911 -0.773887 1.543 0.293 0.160
H 1.244254 -1.354090 -1.348994 1.040 0.317 -3.034
H 1.171598 -2.573543 -0.191369 -0.454 1.215 0.453
```
Forces are in eV/Å.

[7]
ORCA calculation (ωB97M-V/def2-TZVPD) on the molecule C4H10OSi at a distorted geometry.

ΔE to the lowest compared entry with this formula, charge and spin in kJ/mol: 233.5
Structure (SMILES): CC(=O)[C@H](C)[SiH3]
Strongest force on any atom in Eh/bohr: 0.075

Geometry as XYZ:
```
16
Properties=species:S:1:pos:R:3:forces:R:3
C 0.421104 1.069423 2.093287 -2.090 -1.555 1.734
C 0.971080 0.417254 0.891239 -1.940 0.926 -1.206
O 2.044460 0.671682 0.441465 1.457 -0.397 -0.314
C -0.109477 -0.361752 0.075776 -2.700 -0.030 1.545
C 0.530809 -1.752234 -0.076385 -0.757 0.464 -3.744
Si -0.404105 0.350400 -1.690690 3.113 -0.269 1.024
H -0.529829 0.481499 2.346574 1.178 1.371 -0.046
H 0.201542 2.079779 1.826793 -0.523 0.735 -0.339
H 0.981129 1.141447 3.010834 0.831 -0.249 0.008
H -1.196079 -0.299966 0.730207 3.047 -0.629 -1.847
H 1.436778 -1.483574 -0.718674 -0.589 -0.866 1.417
H 0.712061 -2.173406 0.875976 0.489 -0.886 0.674
H -0.068323 -2.423363 -0.805702 0.702 0.724 1.588
H -0.473849 1.769134 -1.566434 -0.519 1.120 -0.001
H -1.443782 -0.160045 -2.578054 -0.129 -0.400 0.011
H 1.118773 0.176459 -2.071877 -1.569 -0.060 -0.503
```
Forces are in eV/Å.

[8]
ORCA calculation (ωB97M-V/def2-TZVPD) on a cluster of 2 separate species, C4H10S in total at a distorted geometry.

ΔE to the lowest compared entry with this formula, charge and spin in kJ/mol: 510.8
Strongest force on any atom in Eh/bohr: 0.102

Geometry as XYZ:
```
15
Properties=species:S:1:pos:R:3:forces:R:3
C -2.386380 -0.576752 0.086117 -2.620 -1.874 0.833
C -1.119110 0.172667 0.262170 3.388 -4.023 0.096
C -0.467190 0.519104 -0.989401 -1.894 4.621 1.125
C 3.374649 -0.329065 0.570344 -0.978 -1.430 -3.344
S 2.269219 0.396029 -0.581551 1.429 2.248 1.996
H -2.835187 -0.988571 1.136861 1.074 1.057 -2.414
H -2.213157 -1.548157 -0.570796 -0.732 2.231 1.040
H -3.150919 0.202765 -0.313174 0.911 -1.885 0.227
H -0.289290 -0.533645 0.727187 -1.788 1.321 0.113
H -1.274198 1.038104 0.779530 -0.212 2.070 1.983
H -0.867250 1.498219 -1.359213 0.930 -0.683 -0.161
H -0.298761 -0.163764 -1.689868 0.844 -2.905 -2.781
H 3.538540 -1.380450 0.273496 0.233 0.630 0.875
H 3.277955 0.047575 1.525757 0.224 0.243 1.994
H 2.441082 1.645948 0.142534 -0.808 -1.621 -1.580
```
Forces are in eV/Å.

[9]
ORCA calculation (ωB97M-V/def2-TZVPD) on a cluster of 2 separate species, C4H10S2 in total at a distorted geometry.

ΔE to the lowest compared entry with this formula, charge and spin in kJ/mol: 257.4
Structure (SMILES): C=CC.CSS
Strongest force on any atom in Eh/bohr: 0.120

Geometry as XYZ:
```
16
Properties=species:S:1:pos:R:3:forces:R:3
C -0.556358 0.368575 2.210246 -1.821 2.168 -2.241
C -0.740580 0.963390 0.928957 0.421 -2.868 5.453
C -1.787561 0.617114 -0.055281 0.028 -2.708 2.820
H -0.253453 0.941957 3.128156 0.836 -0.662 -1.396
H -1.168958 -0.491335 2.474032 -0.130 0.019 -0.150
H -0.022835 1.676119 0.690159 0.721 1.811 -0.493
H -2.150887 -0.450739 0.147682 0.381 1.404 -0.443
H -2.598056 1.278007 0.161683 -0.653 0.569 -0.631
H -1.284402 0.679820 -0.945964 0.114 0.343 -2.830
C 1.905522 -0.874787 -0.273124 1.318 -0.321 1.521
S 1.569264 0.307071 -1.579566 -0.824 0.567 -0.879
S 0.153139 -0.729323 -2.852262 0.997 0.586 0.756
H 0.986321 -1.451538 -0.204133 0.156 -0.058 0.750
H 2.332584 -0.461743 0.792850 -1.585 -0.530 -2.854
H 2.691916 -1.515578 -0.667355 -0.005 -0.272 0.234
H 0.924343 -0.857009 -3.956081 0.045 -0.049 0.383
```
Forces are in eV/Å.

[10]
ORCA calculation (ωB97M-V/def2-TZVPD) on a structure of composition C4H11AuO4 at a distorted geometry.

ΔE to the lowest compared entry with this formula, charge and spin in kJ/mol: 294.3
<S²>: 2.009
Net charge: +2
Strongest force on any atom in Eh/bohr: 0.183
2S+1: 3

Geometry as XYZ:
```
20
Properties=species:S:1:pos:R:3:forces:R:3
O -0.785983 -2.046603 0.391445 -1.130 -2.421 2.854
C 0.561015 -1.960526 0.797939 1.233 0.750 2.160
C 1.475971 -1.291320 -0.214071 1.340 -1.512 0.271
O 0.714219 -0.228575 -0.791879 4.146 1.037 0.853
C 1.357700 0.991105 -1.122495 1.115 1.350 -0.156
Au -1.009870 -0.846426 -1.061309 -0.915 -2.501 -9.051
H 0.986817 -2.940027 1.066986 -0.443 0.197 -0.041
H 0.534290 -1.285656 1.674291 0.423 -0.586 -0.030
H 1.833856 -1.956691 -1.013609 -0.278 0.160 0.083
H 2.367315 -0.890532 0.289287 -0.348 -0.013 -0.056
H 0.569397 1.751600 -1.088735 0.382 -0.062 -0.900
H 2.066760 1.291306 -0.338825 -0.227 -0.446 0.126
H 1.952528 0.802022 -2.027819 -0.641 0.673 -0.073
O -2.277380 -0.175232 0.049073 -4.674 0.661 3.661
H -1.964204 -1.039563 1.073377 1.163 0.785 -1.552
C -1.652791 2.012887 0.514759 0.263 0.632 1.392
O -2.043076 1.118875 -0.510282 -1.215 1.058 1.027
H -0.652640 1.764216 0.898989 -0.075 0.133 -0.299
H -1.684367 3.009429 0.054106 -0.065 -0.272 0.131
H -2.349555 1.919711 1.358773 -0.052 0.377 -0.400
```
Forces are in eV/Å.

[11]
ORCA calculation (ωB97M-V/def2-TZVPD) on a structure of composition C4H11BBeCl9 at a distorted geometry.

ΔE to the lowest compared entry with this formula, charge and spin in kJ/mol: 0.0
Net charge: +1
Strongest force on any atom in Eh/bohr: 0.103

Geometry as XYZ:
```
26
Properties=species:S:1:pos:R:3:forces:R:3
Be 1.812766 0.665922 -2.331365 -2.130 -2.258 4.273
B 0.785422 -0.756004 -0.807468 0.766 1.389 -2.967
H 0.599544 -1.353264 -1.798399 -0.355 -0.822 -1.277
H 0.451871 -1.346209 0.127961 -0.018 -0.457 1.052
H 1.952330 -0.534970 -0.748709 2.021 0.478 -0.236
H 0.239164 0.276416 -0.881814 -0.675 1.361 -0.191
C -0.935916 -4.106154 -0.525269 -0.241 1.178 0.079
Cl -0.662753 -4.230257 -2.272165 -0.054 -0.400 0.228
Cl -0.353175 -5.445996 0.433191 -0.136 0.006 -0.326
Cl -2.624365 -3.658501 -0.168858 0.016 -0.455 -0.102
H -0.425783 -3.195701 -0.235179 0.399 -0.367 0.102
C -2.519888 0.397490 0.822180 -0.646 -0.161 -0.158
Cl -2.993418 2.106253 0.869956 -0.121 0.081 0.219
Cl -3.360142 -0.550241 2.058137 0.316 0.137 0.009
H -2.875666 0.016907 -0.129897 0.305 -0.031 -0.043
H -1.444023 0.336242 0.935520 -0.070 -0.084 0.101
C 3.187359 0.038443 1.814403 0.395 -0.915 -0.262
Cl 3.331456 1.323371 0.585738 -0.233 0.363 -0.514
Cl 4.134030 0.554534 3.183426 -0.252 -0.170 0.385
H 2.157307 -0.235499 2.027979 -0.114 0.796 0.266
H 3.617486 -0.878395 1.415613 0.309 0.243 -0.148
C -0.906579 4.227255 -0.776946 0.043 -0.493 -0.193
Cl -0.560436 4.945319 -2.347231 -0.030 0.106 0.492
Cl -0.073082 2.618640 -0.646013 0.270 0.133 -0.302
H -0.570725 4.788443 0.088722 0.191 0.312 -0.349
H -1.962781 3.995954 -0.693514 0.044 0.029 -0.138
```
Forces are in eV/Å.

[12]
ORCA calculation (ωB97M-V/def2-TZVPD) on a structure of composition C4H11BIMnP at a distorted geometry.

<S²>: 9.244
Total energy in eV: -53691.3490
Net charge: +2
Strongest force on any atom in Eh/bohr: 0.031
2S+1: 6

Geometry as XYZ:
```
19
Properties=species:S:1:pos:R:3:forces:R:3
C 2.533197 -0.644594 0.338432 0.160 0.109 0.187
C 1.110898 -0.948029 -0.166671 -0.023 -0.202 -0.272
P -0.169866 0.112589 0.529727 -0.124 0.124 0.542
B 0.563374 1.925340 0.514410 -0.554 -0.895 0.541
I 1.365275 2.252745 -1.355662 0.555 1.226 -0.894
C -1.807777 -0.061479 -0.262437 0.100 0.053 -0.060
C -3.009074 -0.137175 0.713989 -0.095 0.017 0.048
H 3.074471 -1.566018 0.559398 -0.105 0.097 -0.054
H 2.518352 -0.050334 1.261215 0.022 -0.165 -0.091
H 3.137908 -0.062727 -0.369760 -0.123 -0.170 0.056
H 0.981909 -0.774243 -1.283653 -0.159 -0.615 0.599
H 0.839029 -1.996511 -0.006293 -0.086 0.148 -0.103
H 0.543255 2.690082 1.406619 -0.009 0.188 -0.189
H -1.903716 0.808236 -0.928530 -0.017 -0.195 0.016
H -1.729527 -0.957961 -0.890939 0.011 0.099 0.143
H -3.532290 0.819835 0.744239 0.088 -0.126 0.041
H -2.730691 -0.407735 1.735012 0.031 -0.003 -0.155
H -3.705774 -0.896907 0.354216 0.076 0.142 0.025
Mn 1.921048 -0.105112 -2.893312 0.251 0.168 -0.379
```
Forces are in eV/Å.